1.
A molecular structure, C11H23ClEuNO6P2, computed with ωB97M-V with the def2-TZVPD basis set.

spin multiplicity: 8
lowest unoccupied orbital energy (spin up / spin down): -3.21 / -3.21 eV
relative energy (zero: lowest compared OMol25 entry of this formula, charge and spin): 2.7 kcal/mol
total charge: +1
orbital gap (spin up / spin down): 7.5601 / 8.7124 eV
expectation value of S²: 15.760

Geometry (Å):
Eu: -0.0038 -1.5509 0.7366
Cl: -2.5405 -1.6916 2.4738
P: -2.1119 -1.0009 -1.4146
P: 1.6269 0.4828 1.9745
O: -3.6485 -0.9490 1.9295
O: 2.6031 -2.9617 1.1350
O: -2.8542 -2.3778 3.6931
O: -1.3720 -0.7813 2.6889
O: -2.0386 -2.6833 1.4394
O: 1.5601 -2.2284 -1.0480
N: 0.1742 0.9783 -0.7773
C: 0.9853 3.2447 -1.0050
C: -0.0841 2.1878 -2.8580
C: 0.7682 2.0765 -0.2576
C: 1.2312 2.1031 1.1954
C: 0.5650 3.3034 -2.3320
C: -1.0279 -0.1408 -2.6071
C: -0.2864 1.0627 -2.0454
C: 1.6031 1.0283 3.7141
C: -2.8931 -2.2425 -2.4979
C: 3.4114 0.3477 1.6255
C: -3.4957 0.1743 -1.2349
H: -0.4398 2.1600 -3.8878
H: 2.1612 -3.4790 1.8389
H: 3.9579 1.1495 2.1388
H: 0.7446 4.1956 -2.9325
H: -1.6377 0.1773 -3.4691
H: 3.7821 -0.6240 1.9872
H: 0.6289 1.5012 3.9157
H: -4.0616 -0.1276 -0.3434
H: -3.6063 -1.8089 -3.2127
H: 0.4311 2.5618 1.8126
H: 1.6990 0.1411 4.3572
H: 1.5122 4.0735 -0.5219
H: 2.1304 2.7431 1.2602
H: -0.2522 -0.9008 -2.9108
H: 1.8945 -2.3013 -1.9532
H: -2.1249 -2.8085 -3.0408
H: 3.5247 -2.8552 1.4295
H: -3.4295 -2.9388 -1.8384
H: 2.4189 1.7358 3.9295
H: 2.1853 -2.7434 -0.4452
H: 3.5841 0.4137 0.5416
H: -4.1543 0.1628 -2.1142
H: -3.1206 1.1907 -1.0695

Here are the natural (NBO) charges for atoms 1 to 5, given in e:
1 Eu 1.33
2 Cl 2.49
3 P 0.83
4 P 0.79
5 O -0.77

***

2.
A single C5H3NO molecule, computed with ωB97M-V with the def2-TZVPD basis set.

lowest unoccupied orbital energy: 0.13 eV
relative energy (zero: lowest compared OMol25 entry of this formula, charge and spin): 106.9 kcal/mol
SMILES: C#C[C@@]1(C#N)CO1
total charge: 0
orbital gap: 10.4849 eV

Geometry (Å):
O: -1.5984 -0.3466 0.7979
N: -1.1996 2.5247 -0.9626
C: -0.8936 1.5569 -0.4109
C: -0.6613 -0.9048 -0.5011
C: 0.8464 0.2108 0.7575
C: 1.9813 -0.1829 0.8187
C: -0.5154 0.3086 0.2676
H: -0.2895 -1.8252 -0.0822
H: -0.6628 -0.8466 -1.6069
H: 2.9929 -0.4948 0.9220

Here are the natural (NBO) charges for atoms 1 to 5, given in e:
1 O -0.43
2 N -0.27
3 C 0.26
4 C -0.04
5 C -0.03

***

3.
11 unconnected molecules or ions with the total composition H22O11, computed with ωB97M-V with the def2-TZVPD basis set.

lowest unoccupied orbital energy: -0.32 eV
relative energy (zero: lowest compared OMol25 entry of this formula, charge and spin): 20.1 kcal/mol
SMILES: O.O.O.O.O.O.O.O.O.O.O
total charge: 0
orbital gap: 9.5490 eV

Geometry (Å):
O: 2.2821 0.9997 1.7205
O: -1.7071 2.9890 -0.6733
O: -3.0433 -1.8022 -2.1510
O: -1.0902 1.6718 2.5808
O: -3.1887 0.1021 0.0215
O: 2.3991 -2.3146 -0.0646
O: -0.1712 0.1995 0.0485
O: 0.9035 3.3792 0.5498
O: 2.4858 0.5341 -1.1946
O: -0.1969 -2.4818 0.9135
O: -0.2521 -2.0062 -2.0925
H: 2.7297 0.9491 -0.3520
H: 0.3924 -1.8048 -2.7812
H: -2.1030 -2.0587 -2.1413
H: 0.6945 0.5377 -0.2347
H: 1.4612 0.4860 1.7962
H: -0.8644 -1.9620 1.3833
H: -3.2420 -1.5873 -3.0662
H: -0.9996 1.1547 1.7692
H: -0.6424 -3.3065 0.6876
H: 0.0917 -2.7976 -1.6622
H: 2.9364 0.4830 2.2031
H: -2.3324 0.5436 0.0775
H: -3.0759 -0.5937 -0.6470
H: -0.8550 2.9523 -0.2145
H: -0.2005 1.9709 2.7924
H: -2.2576 3.5412 -0.1110
H: 1.3111 2.5608 0.8560
H: -0.1950 -0.6742 -0.3679
H: 2.9250 -3.0112 0.3384
H: 2.6634 -0.4060 -1.0358
H: 1.5868 4.0514 0.6246
H: 1.5544 -2.2992 0.4267

Here are the natural (NBO) charges for atoms 1 to 5, given in e:
1 O -0.98
2 O -0.96
3 O -0.97
4 O -0.95
5 O -0.98

***

4.
2 unconnected molecules or ions with the total composition C4H13O3P, computed with ωB97M-V with the def2-TZVPD basis set.

lowest unoccupied orbital energy: -0.69 eV
relative energy (zero: lowest compared OMol25 entry of this formula, charge and spin): 78.0 kcal/mol
total charge: 0
orbital gap: 5.5884 eV

Geometry (Å):
P: 3.2335 0.1923 -1.1125
O: 2.3448 -1.8077 0.5115
O: 1.7944 -1.4816 1.8026
O: -0.9619 -0.4541 1.2638
C: -2.0420 -0.1232 0.4900
C: -2.7972 1.0569 1.1243
C: -1.5665 0.3114 -0.9033
C: 1.9079 -0.8134 -0.3369
H: -3.6586 1.3653 0.5154
H: 3.6844 1.1825 -0.2458
H: -0.8741 1.1574 -0.8162
H: 1.2685 -0.1049 0.2061
H: -2.3776 0.6247 -1.5747
H: 0.8061 -1.4301 1.6512
H: -2.1362 1.9199 1.2338
H: -2.8042 -0.9177 0.3188
H: 1.3623 -1.2583 -1.1685
H: 2.6796 0.8662 -2.1953
H: -3.1717 0.7798 2.1100
H: -1.0465 -0.5280 -1.3793
H: 4.3551 -0.5375 -1.4949

Here are the natural (NBO) charges for atoms 1 to 5, given in e:
1 P 0.75
2 O -0.28
3 O -0.44
4 O -1.01
5 C 0.12

***

5.
A single C5H11ClNO3P molecule, computed with ωB97M-V with the def2-TZVPD basis set.

lowest unoccupied orbital energy: 0.61 eV
relative energy (zero: lowest compared OMol25 entry of this formula, charge and spin): 26.2 kcal/mol
total charge: 0
orbital gap: 10.4519 eV

Geometry (Å):
Cl: 2.1764 0.1255 -2.8282
P: -0.2280 -0.1402 -0.8746
O: -0.4923 0.6354 -2.0886
O: 1.2884 0.2707 -0.3579
O: -1.2333 0.1333 0.3128
N: 1.7449 2.2428 -1.4641
C: 1.6046 1.0224 -1.4915
C: -0.1202 -1.9053 -1.0208
C: -0.8724 -0.3253 1.6527
C: -1.6994 -1.6015 1.9253
C: 1.2302 2.9021 -0.3110
H: 0.8131 2.2351 0.4307
H: 2.0463 3.4163 0.1513
H: -1.0487 0.6553 2.1433
H: -2.5185 -1.1871 2.3181
H: 0.7222 -2.2910 -1.7385
H: -1.2007 -2.2671 -1.3664
H: -1.8460 -2.1748 1.0923
H: 0.5223 3.5491 -0.7207
H: 0.2932 -2.4398 -0.1472
H: -1.2770 -2.1918 2.7394
H: 0.0948 -0.6642 1.6435

Here are the natural (NBO) charges for atoms 1 to 5, given in e:
1 Cl 0.03
2 P 2.38
3 O -1.05
4 O -0.79
5 O -0.82

***

6.
A single C2HFN2O molecule, computed with ωB97M-V with the def2-TZVPD basis set.

lowest unoccupied orbital energy: 0.56 eV
relative energy (zero: lowest compared OMol25 entry of this formula, charge and spin): 42.0 kcal/mol
SMILES: Fc1cnno1
total charge: 0
orbital gap: 11.0169 eV

Geometry (Å):
F: -0.2353 -0.1436 1.8688
O: 0.7764 0.5931 0.2639
N: -0.2468 -0.1876 -1.5088
N: 0.6965 0.6488 -1.2705
C: -0.7357 -0.7489 -0.4478
C: -0.2067 -0.1156 0.5943
H: -1.5869 -1.4939 -0.3544

Here are the natural (NBO) charges for atoms 1 to 5, given in e:
1 F -0.26
2 O -0.34
3 N -0.17
4 N 0.09
5 C -0.26

***

| no. | largest force on an atom (Eh/bohr) | total energy (a.u.) |
| --- | --- | --- |
| 1 | 0.030 | -2792.0029 |
| 2 | 0.048 | -322.1215 |
| 3 | 0.012 | -840.8482 |
| 4 | 0.021 | -726.9927 |
| 5 | 0.083 | -1279.1311 |
| 6 | 0.113 | -361.3252 |